(1)
{"formula": "C3H7N5", "method": "ωB97M-V/def2-TZVPD", "spin_multiplicity": 1, "e_lumo_ev": -0.02, "e_tot_ha": -392.13920, "e_above_lowest_ev": 4.350, "homo_lumo_gap_ha": 0.3339, "smiles": "[H]/N=C\\N(N)/C=N/C=N/[H]", "homo_ha": -0.334, "symbols": ["C", "C", "C", "H", "H", "H", "H", "H", "H", "H", "N", "N", "N", "N", "N"], "xyz": [[0.659920, 0.387119, 1.882530], [-0.033795, 0.189805, -0.582721], [-0.058633, -1.622731, -1.877189], [-1.419505, 1.637257, 1.874836], [-0.333187, 2.789518, 1.218003], [0.267787, 0.967183, 2.853944], [1.748822, -1.057769, 1.177489], [-0.774576, 0.785718, -1.196689], [0.063654, -2.761422, -1.894435], [-0.665725, -1.642010, -3.648532], [-0.814125, 1.956827, 1.021135], [0.173410, 0.862939, 0.598231], [1.303116, -0.610104, 2.168401], [0.300579, -1.089178, -0.675129], [-0.417744, -0.793152, -2.919875]], "forces_ev_per_angstrom": [[-2.0, 1.8, 1.1], [-1.8, -1.0, 2.0], [-0.6, 1.8, -3.6], [1.9, 0.6, -2.3], [1.0, 0.9, 0.4], [0.6, -0.8, -2.6], [-1.8, 1.1, 3.3], [1.2, -1.0, 0.2], [-0.5, 1.7, -0.3], [0.6, 3.1, 1.5], [-1.5, -3.1, -1.1], [-1.2, 2.7, 3.5], [3.9, -3.5, -3.4], [0.1, 2.8, 0.4], [0.4, -7.1, 0.9]], "mulliken_charge": [-0.04, 0.03, -0.03, 0.29, 0.26, 0.32, 0.32, 0.35, 0.31, 0.24, -0.62, 0.14, -0.53, -0.46, -0.60]}

(2)
{"formula": "C3H3NO2", "method": "ωB97M-V/def2-TZVPD", "spin_multiplicity": 1, "e_lumo_ev": [-1.37, -1.97], "e_tot_ha": -321.02569, "e_above_lowest_ev": 9.577, "homo_lumo_gap_ha": [0.3202, 0.2709], "homo_ha": [-0.370, -0.343], "symbols": ["C", "C", "C", "N", "O", "O", "H", "H", "H"], "xyz": [[-0.062811, -0.269388, -0.272602], [-0.575649, 0.805237, -0.676488], [-1.163700, -0.375772, -1.418957], [1.414735, 0.368615, 2.015728], [2.409308, 0.413991, 1.364373], [0.667317, 1.216208, 2.363083], [0.498348, -0.898293, 0.246120], [-1.040248, -0.569498, -2.485605], [-2.147300, -0.691099, -1.135653]], "forces_ev_per_angstrom": [[-1.7, 1.3, -2.1], [-0.6, 0.4, -0.8], [-0.6, 0.8, 0.0], [0.4, 0.7, -0.1], [0.1, -0.4, 0.1], [-0.3, -0.1, 0.4], [2.1, -2.6, 1.9], [0.9, 0.1, 0.2], [-0.5, -0.3, 0.5]], "mulliken_charge": [-0.26, -0.17, -0.50, 0.60, -0.32, -0.32, 0.53, 0.23, 0.20]}

(3)
{"formula": "C59H61As2BMnN6O4PSe", "method": "ωB97M-V/def2-TZVPD", "spin_multiplicity": 5, "e_lumo_ev": [-1.56, -0.43], "e_tot_ha": -11304.60236, "e_above_lowest_ev": 0.000, "homo_lumo_gap_ha": [0.1980, 0.2392], "homo_ha": [-0.255, -0.255], "s2": 6.07, "symbols": ["Mn", "C", "C", "C", "C", "N", "N", "B", "N", "N", "C", "C", "C", "C", "C", "C", "C", "C", "C", "C", "N", "N", "C", "C", "C", "C", "C", "C", "C", "C", "C", "C", "C", "C", "C", "C", "C", "C", "H", "H", "H", "H", "H", "H", "H", "H", "H", "H", "H", "H", "H", "H", "H", "H", "H", "H", "H", "H", "H", "H", "H", "H", "H", "H", "H", "H", "O", "Se", "O", "O", "O", "C", "As", "C", "C", "H", "H", "H", "H", "H", "H", "H", "H", "H", "C", "C", "As", "C", "C", "C", "C", "C", "C", "C", "C", "C", "C", "C", "C", "P", "C", "C", "C", "C", "C", "C", "C", "C", "C", "C", "C", "C", "H", "H", "H", "H", "H", "H", "H", "H", "H", "H", "H", "H", "H", "H", "H", "H", "H", "H", "H", "H", "H", "H", "H", "H"], "xyz": [[0.106295, 0.516976, 0.677704], [-0.194100, 5.326833, 3.026465], [-0.688603, 3.952889, 2.723365], [-1.825226, 3.311931, 3.193010], [-1.837170, 2.067273, 2.566582], [-0.751476, 1.955675, 1.796364], [-0.065479, 3.118225, 1.880603], [1.132571, 3.395983, 0.930864], [0.640748, 3.111150, -0.501871], [-0.187972, 2.064425, -0.791238], [-0.469561, 2.148208, -2.095341], [0.196221, 3.235319, -2.651534], [0.892257, 3.818393, -1.612318], [1.754251, 5.034929, -1.658657], [-1.495286, 1.377088, -2.822270], [-2.761364, 1.203185, -2.277826], [-3.803657, 0.720562, -3.059070], [-3.582218, 0.393928, -4.388032], [-2.306380, 0.529009, -4.925769], [-1.271343, 1.024316, -4.150971], [2.296448, 2.470853, 1.289473], [2.062337, 1.172211, 1.635727], [3.270115, 0.634465, 1.869693], [4.265573, 1.582981, 1.657794], [3.610460, 2.735235, 1.279565], [4.216631, 4.046132, 0.902767], [3.567302, -0.741445, 2.334555], [3.917295, -1.731830, 1.420345], [4.268069, -2.997600, 1.872717], [4.305440, -3.270494, 3.233894], [4.008769, -2.268189, 4.148636], [3.641709, -1.006925, 3.700027], [-2.927313, 1.077202, 2.593938], [-3.323438, 0.431686, 1.423212], [-4.455914, -0.367374, 1.407481], [-5.183605, -0.560153, 2.573019], [-4.766053, 0.037053, 3.757202], [-3.654744, 0.867925, 3.763522], [-0.828422, 5.782975, 3.783043], [-0.214370, 5.951699, 2.133360], [0.832120, 5.303343, 3.391826], [-2.572342, 3.711945, 3.857043], [1.453483, 4.540400, 1.040993], [0.146962, 3.565292, -3.674979], [1.620316, 5.527614, -2.619064], [2.806003, 4.766730, -1.558118], [1.507397, 5.736983, -0.863260], [-2.947047, 1.500448, -1.253363], [-4.798150, 0.637146, -2.637299], [-4.398790, 0.037914, -5.003331], [-2.124736, 0.266042, -5.960152], [-0.277790, 1.135247, -4.565037], [5.326885, 1.436448, 1.764826], [5.134598, 4.196637, 1.468249], [3.546487, 4.881661, 1.091028], [4.474675, 4.045482, -0.157345], [3.905572, -1.518979, 0.357606], [4.508891, -3.765444, 1.148275], [4.576777, -4.259131, 3.583019], [4.060559, -2.468999, 5.211723], [3.433621, -0.216618, 4.412675], [-2.753449, 0.575987, 0.512687], [-4.772044, -0.836451, 0.484192], [-6.069238, -1.182038, 2.562327], [-5.310171, -0.139029, 4.676078], [-3.348253, 1.356326, 4.680945], [2.315309, 0.893187, -1.485581], [1.797804, -0.638808, -1.643991], [0.793856, -0.875696, -2.904160], [0.765889, -0.883037, -0.238203], [3.001092, -1.715995, -1.598393], [-2.059089, -2.278107, 2.685987], [-0.460179, -1.212169, 2.440411], [-0.229116, -0.504858, 4.234175], [0.828826, -2.657360, 2.547261], [-1.795058, -3.087510, 3.363366], [-2.388632, -2.689058, 1.730430], [-2.861434, -1.683957, 3.113944], [-0.322161, -1.329092, 4.939815], [-0.957469, 0.267885, 4.467925], [0.772822, -0.080897, 4.295861], [1.421965, -2.532528, 3.446943], [1.485867, -2.644166, 1.684104], [0.295910, -3.604795, 2.579785], [-1.422006, -2.652462, -3.882938], [-2.222677, -3.870254, -4.355177], [-1.632762, -5.651173, -3.732702], [-0.669851, -6.192598, -5.354403], [0.630053, -6.668802, -5.221510], [1.372128, -7.030184, -6.341536], [0.809706, -6.934249, -7.604528], [-0.497296, -6.480195, -7.747009], [-1.229399, -6.111370, -6.629010], [-3.282251, -6.649179, -4.102912], [-3.153906, -8.028616, -4.280752], [-4.269323, -8.838180, -4.423066], [-5.542622, -8.282200, -4.372139], [-5.684625, -6.917681, -4.179594], [-4.561970, -6.107703, -4.037115], [-1.108502, -2.407710, -2.068229], [-2.680999, -3.243157, -1.454947], [-3.830238, -2.469575, -1.652100], [-5.091766, -2.925786, -1.296378], [-5.237223, -4.169725, -0.694367], [-4.110923, -4.951914, -0.484720], [-2.850717, -4.497035, -0.863135], [0.171284, -3.658759, -1.666360], [1.152106, -4.043149, -2.577648], [2.151963, -4.931696, -2.214354], [2.188022, -5.460916, -0.933304], [1.234321, -5.065346, -0.004684], [0.247899, -4.162141, -0.368868], [-1.952548, -1.751588, -4.191394], [-0.441560, -2.605749, -4.357915], [-2.213675, -3.890071, -5.446443], [-3.255605, -3.746609, -4.035387], [1.063900, -6.755857, -4.231261], [2.388200, -7.386506, -6.226383], [1.387391, -7.207557, -8.478511], [-0.945811, -6.418521, -8.730798], [-2.252084, -5.770174, -6.747195], [-2.162892, -8.468674, -4.314701], [-4.147998, -9.905394, -4.561625], [-6.416436, -8.911990, -4.481842], [-6.673014, -6.477176, -4.130023], [-4.702151, -5.047931, -3.867584], [-3.721187, -1.492853, -2.112478], [-5.965544, -2.312556, -1.490049], [-6.216648, -4.527906, -0.402883], [-4.210691, -5.932210, -0.034186], [-1.999380, -5.145134, -0.705090], [1.166902, -3.613697, -3.570666], [2.919843, -5.192432, -2.932340], [2.961168, -6.167025, -0.656216], [1.275847, -5.448777, 1.008562], [-0.467083, -3.820660, 0.372138]], "forces_ev_per_angstrom": [[0.4, 0.6, -0.3], [0.0, 0.0, -0.1], [-0.1, 0.0, 0.1], [0.1, 0.1, 0.0], [-0.1, 0.0, 0.0], [-0.2, -0.1, 0.3], [0.1, 0.0, 0.0], [-0.1, -0.1, 0.0], [-0.1, 0.2, 0.0], [0.1, -0.4, 0.2], [-0.1, -0.1, -0.2], [0.1, 0.0, 0.0], [-0.1, 0.0, -0.1], [0.0, -0.1, 0.1], [0.0, 0.0, 0.1], [-0.1, 0.0, 0.0], [0.0, 0.1, 0.0], [0.0, 0.0, 0.0], [-0.1, 0.2, 0.0], [0.0, 0.0, 0.0], [0.0, 0.1, 0.1], [0.0, -0.1, -0.1], [0.1, 0.0, -0.1], [0.0, 0.0, 0.0], [0.1, 0.1, 0.1], [-0.1, 0.0, 0.0], [-0.1, 0.0, -0.1], [0.0, 0.0, 0.0], [0.0, 0.0, 0.0], [0.0, 0.0, 0.0], [0.0, 0.0, 0.0], [0.0, 0.0, 0.0], [0.0, 0.1, -0.1], [0.0, 0.0, 0.0], [-0.1, 0.0, -0.1], [0.0, 0.0, 0.1], [0.0, 0.0, -0.1], [0.0, 0.0, 0.0], [0.0, 0.0, 0.0], [0.0, 0.0, 0.0], [0.0, 0.0, 0.0], [0.0, 0.0, 0.0], [0.0, 0.0, 0.0], [0.0, 0.0, 0.0], [0.0, 0.0, 0.0], [0.0, 0.0, 0.0], [0.0, 0.0, 0.0], [0.0, 0.1, -0.1], [0.0, 0.0, 0.0], [0.0, 0.0, 0.0], [0.0, 0.0, 0.0], [0.0, 0.0, 0.0], [0.0, 0.0, 0.0], [0.0, 0.0, 0.0], [0.0, 0.0, 0.0], [0.0, 0.0, 0.0], [-0.1, 0.0, 0.0], [0.0, 0.0, 0.0], [0.0, 0.0, 0.0], [0.0, 0.0, 0.0], [0.0, 0.0, 0.0], [-0.1, 0.0, 0.0], [0.1, 0.0, 0.0], [0.0, 0.0, 0.0], [0.0, 0.0, 0.0], [0.0, 0.0, 0.0], [-0.2, -0.3, 0.2], [0.9, 0.4, -1.3], [0.5, 0.2, 0.2], [0.2, 0.0, 0.2], [-0.4, 0.1, 0.4], [-0.3, 0.1, -0.3], [0.2, -0.6, 0.7], [0.0, 0.2, 0.0], [0.2, 0.1, -0.3], [0.0, 0.0, 0.0], [0.0, 0.0, 0.0], [0.0, 0.0, 0.0], [0.0, 0.0, 0.0], [0.0, 0.0, 0.0], [0.0, 0.0, 0.0], [0.0, 0.0, 0.1], [0.0, 0.0, 0.0], [0.0, 0.0, 0.0], [0.2, -0.3, 0.1], [0.1, 0.2, 0.0], [0.0, 0.0, 0.0], [0.0, 0.0, 0.0], [0.0, 0.0, 0.0], [0.0, 0.0, 0.0], [0.0, 0.0, 0.0], [0.0, 0.0, 0.0], [0.0, 0.0, 0.0], [0.0, -0.1, 0.1], [0.0, 0.1, -0.1], [0.0, 0.0, 0.0], [0.0, 0.0, 0.0], [0.0, 0.0, 0.0], [0.0, 0.0, 0.0], [-1.1, -0.4, 0.5], [0.1, -0.1, -0.1], [0.1, 0.0, 0.0], [0.0, 0.0, 0.0], [0.0, 0.0, 0.0], [0.0, 0.1, 0.1], [0.0, 0.0, 0.0], [-0.1, -0.1, -0.1], [0.0, 0.1, 0.0], [0.0, 0.0, 0.0], [0.0, 0.0, 0.0], [0.0, 0.0, 0.0], [0.1, 0.1, 0.0], [0.1, -0.1, 0.0], [0.0, 0.1, 0.0], [-0.1, 0.0, 0.0], [0.0, -0.1, 0.0], [0.0, 0.0, 0.0], [0.0, 0.0, 0.0], [0.0, 0.0, 0.0], [0.0, 0.0, 0.0], [0.0, 0.0, 0.0], [0.0, 0.0, 0.0], [0.0, 0.0, 0.0], [0.0, 0.0, 0.0], [0.0, 0.0, 0.0], [0.0, 0.0, 0.0], [0.0, -0.1, 0.0], [0.0, 0.0, 0.0], [0.0, 0.0, 0.0], [0.0, 0.0, 0.0], [0.0, 0.0, 0.0], [0.0, 0.0, 0.0], [0.0, 0.0, 0.0], [0.0, 0.0, 0.0], [0.0, 0.0, 0.0], [0.0, -0.1, 0.0]], "mulliken_charge": [0.05, -1.58, 0.87, -1.19, -1.50, 1.93, -0.68, -0.16, 1.01, -0.28, -0.83, -1.16, 0.65, -1.53, 0.88, 0.16, -0.76, -0.18, -1.16, -0.23, 0.68, 0.31, -0.55, -1.05, 0.89, -1.75, 0.07, -0.22, -0.58, -0.52, -0.96, 0.25, 0.95, 1.22, -0.23, -0.55, -1.08, -0.79, 0.42, 0.26, 0.30, 0.60, -0.19, 0.62, 0.45, 0.14, 0.25, 0.76, 0.40, 0.41, 0.38, 0.40, 0.59, 0.46, 0.30, 0.23, 0.54, 0.48, 0.41, 0.39, 0.49, -0.34, 0.50, 0.41, 0.38, 0.46, -0.29, 0.38, -0.46, 0.37, -0.71, -1.07, 0.84, -1.19, -0.81, 0.70, -0.08, 0.29, 0.51, 0.27, 0.21, 0.56, -0.36, 0.73, -0.77, -1.24, 0.89, 0.03, -0.32, -0.66, -0.42, -0.67, -0.35, 0.14, -0.60, -0.57, -0.44, -0.74, -0.22, 0.76, 1.45, -0.31, -0.43, -1.05, -0.78, -0.54, 1.53, -0.26, -0.76, -1.03, -1.11, -0.94, -0.77, 0.99, 0.76, 0.44, 0.41, 0.42, 0.37, 0.40, 0.35, 0.41, 0.40, 0.37, 0.41, 0.22, -0.47, 0.53, 0.45, 0.47, 0.12, 0.30, 0.52, 0.42, 0.31, 0.81]}

(4)
{"formula": "C2H4NP", "method": "ωB97M-V/def2-TZVPD", "spin_multiplicity": 1, "e_lumo_ev": 0.23, "e_tot_ha": -474.52536, "e_above_lowest_ev": 4.036, "homo_lumo_gap_ha": 0.3724, "smiles": "C1=CN=1.P", "homo_ha": -0.364, "symbols": ["C", "C", "N", "P", "H", "H", "H", "H"], "xyz": [[-3.263255, -0.354588, -0.488982], [-2.007238, 0.121636, -0.909330], [-2.118127, -0.314721, 0.322277], [2.277094, -0.239330, 1.104034], [3.320485, 0.154001, 0.310139], [-1.196015, 0.600237, -1.545768], [1.447181, -0.870368, 0.103543], [1.539872, 0.903132, 1.104088]], "forces_ev_per_angstrom": [[0.6, 0.1, 0.0], [0.9, 0.4, 0.4], [-0.1, 0.4, -1.4], [-0.7, -2.0, 0.7], [0.5, 0.5, -0.9], [-1.3, -0.8, 0.9], [0.6, 0.3, 0.3], [-0.4, 1.2, -0.2]], "mulliken_charge": [-0.27, 0.17, -0.20, -0.07, 0.04, 0.29, 0.02, 0.02]}